5 unconnected molecules or ions with the total composition C35H51F4N2O13 at a distorted geometry. Source: the Open Molecules 2025 dataset; level of theory: ωB97M-V/def2-TZVPD.

Cartesian coordinates (Å):
1 C 2.423820 -2.873833 -0.620295
2 C 1.245287 -2.123385 -1.440273
3 O -0.101410 -2.518648 -1.051665
4 C -0.953485 -1.374169 -0.805687
5 C -1.704836 -0.830628 -2.161643
6 C -1.231516 0.714347 -2.330578
7 C -2.059141 1.857498 -1.623135
8 C -1.592423 3.324928 -1.803733
9 C -2.512920 4.463401 -1.091494
10 C -1.761751 5.132652 0.152519
11 O -2.128846 6.280465 0.578576
12 F -0.645759 4.410845 0.716948
13 C -0.302060 3.760420 -2.619649
14 N -0.002637 5.169264 -2.649059
15 C 1.207754 5.360961 -3.383975
16 C 2.053997 4.258025 -4.088650
17 C 3.396973 4.689791 -4.873423
18 C 4.563385 4.829747 -3.736147
19 O 5.429496 3.662759 -3.699973
20 C 5.875466 3.393334 -2.339823
21 C 5.014661 2.238010 -1.626765
22 F 5.329265 1.004945 -2.257692
23 F 5.393845 2.141674 -0.240751
24 F 3.597924 2.461656 -1.692987
25 N 1.698344 2.875108 -4.076216
26 C 0.507711 2.627434 -3.304497
27 C 0.025402 1.126173 -3.173086
28 C 0.894571 -0.009398 -3.952316
29 O 0.236709 -0.673041 -4.848176
30 O 2.243264 -0.222361 -3.674369
31 H 2.899881 -2.131571 0.132186
32 H 3.267084 -3.091662 -1.387230
33 H 2.116848 -3.862790 -0.138650
34 H 1.452376 -0.999919 -1.391326
35 H 1.370490 -2.440565 -2.545677
36 H -1.712305 -1.699586 0.004446
37 H -0.356841 -0.499521 -0.331555
38 H -2.832080 -0.908453 -1.925002
39 H -1.423748 -1.459704 -3.074524
40 H -3.008001 1.620440 -1.013496
41 H -2.795717 5.248375 -1.893223
42 H -3.517679 3.958100 -0.807973
43 H 1.596872 6.447549 -3.462321
44 H 3.259663 5.649226 -5.482548
45 H 3.725634 3.845440 -5.594056
46 H 5.245043 5.736679 -3.969199
47 H 4.024622 4.992098 -2.721451
48 H 6.956175 2.993471 -2.448026
49 H 5.928498 4.329187 -1.681801
50 O 1.451883 -4.879750 -2.482951
51 C 0.508480 -5.196421 -3.175863
52 O 0.701676 -5.957019 -4.275330
53 C -0.355014 -6.539794 -5.048024
54 C -0.879054 -5.558658 -6.077842
55 C -0.865789 -4.676444 -2.880156
56 H -1.143286 -6.934029 -4.402528
57 H 0.081303 -7.400102 -5.562799
58 H -1.312605 -4.674512 -5.606191
59 H -1.643920 -6.027656 -6.702240
60 H -0.066601 -5.208554 -6.719038
61 H -0.973885 -3.679331 -3.310823
62 H -0.985024 -4.615292 -1.795713
63 H -1.668972 -5.320110 -3.236886
64 O -2.092146 -4.238366 -0.147819
65 C -1.694050 -4.270920 0.997076
66 O -0.534943 -4.886732 1.287841
67 C 0.119302 -4.820863 2.564423
68 C -0.430113 -5.870529 3.509952
69 C -2.523962 -3.712450 2.117249
70 H 0.070404 -3.812231 2.979950
71 H 1.176062 -5.025930 2.377879
72 H -1.491569 -5.711707 3.714380
73 H 0.110808 -5.853890 4.458980
74 H -0.338555 -6.866561 3.069193
75 H -3.258644 -4.458264 2.426693
76 H -3.045621 -2.823985 1.752127
77 H -1.942905 -3.390256 2.979349
78 O 1.631061 -2.514370 5.015341
79 C 1.131527 -1.409730 4.998217
80 O 0.560288 -0.953583 3.872276
81 C -0.223730 0.247704 3.786686
82 C 0.662609 1.458882 3.572282
83 C 1.221099 -0.503162 6.191715
84 H -0.878396 0.353247 4.653002
85 H -0.877254 0.125452 2.919205
86 H 1.344643 1.611840 4.412202
87 H 0.058239 2.360990 3.449080
88 H 1.282362 1.325973 2.682040
89 H 2.183834 0.011224 6.180878
90 H 1.149554 -1.113060 7.095875
91 H 0.415879 0.226534 6.253093
92 O -2.562162 0.854142 5.371654
93 C -3.062072 1.958480 5.339996
94 O -3.629771 2.401247 4.206191
95 C -4.409801 3.600827 4.100040
96 C -3.517788 4.803416 3.872278
97 C -2.974399 2.879086 6.522565
98 H -5.069405 3.721147 4.962528
99 H -5.059939 3.467447 3.231905
100 H -2.839309 4.964864 4.712900
101 H -4.117473 5.705747 3.733180
102 H -2.892596 4.658385 2.988193
103 H -2.011228 3.392697 6.507566
104 H -3.048188 2.280121 7.433733
105 H -3.778751 3.610037 6.573929

Forces on the atoms, in the same order (eV/Å):
C 0.48 0.76 -0.49
C 1.54 -0.81 -1.24
O 0.29 2.22 0.81
C 0.01 -0.04 0.36
C 0.67 1.07 1.17
C 1.02 2.64 -1.25
C 3.47 1.97 -2.37
C -0.22 -2.42 -0.05
C 1.13 -1.51 -1.07
C -1.65 4.29 0.72
O 2.57 -6.29 -1.50
F -2.84 1.83 -1.24
C -1.51 -1.45 0.80
N 3.94 -3.49 -2.76
C -0.79 -1.29 0.33
C -1.92 -1.13 0.40
C 0.02 -1.13 1.03
C -0.60 1.06 -0.43
O -0.68 0.57 2.07
C 0.75 -0.51 -0.26
C -0.49 -0.76 -0.28
F -1.09 2.89 1.86
F -1.00 0.13 -3.14
F 3.88 -0.68 0.35
N -1.88 4.52 1.87
C -0.77 -0.47 0.64
C -1.62 0.67 1.75
C 3.65 -2.36 -1.37
O 1.25 2.17 2.87
O -6.62 1.83 -0.59
H -0.94 -1.37 -0.87
H -1.48 0.24 1.27
H 0.27 1.52 -0.67
H -0.66 -1.51 -0.02
H -0.20 0.78 1.83
H 0.94 0.44 -1.52
H -0.78 -1.38 -0.85
H 1.69 0.40 -0.73
H -0.30 1.09 1.35
H 1.72 0.44 -1.09
H 0.78 -0.87 1.76
H 1.86 0.90 0.05
H -0.81 -1.94 0.15
H 0.15 -1.27 1.12
H -0.74 1.32 1.26
H -1.14 -1.24 0.41
H 1.04 -0.28 -1.62
H -1.87 0.43 0.37
H -0.37 -1.31 -0.90
O -0.53 -0.92 -1.01
C 0.20 0.91 0.75
O 0.51 -0.65 -0.20
C -0.01 0.29 -0.05
C -0.09 0.21 0.00
C -0.38 -0.56 0.34
H 0.00 0.14 0.03
H 0.18 0.11 0.18
H -0.01 -0.10 0.00
H 0.04 -0.01 0.02
H -0.04 -0.11 0.06
H 0.08 -0.07 0.04
H 0.20 0.25 -0.43
H 0.00 0.05 -0.26
O 0.11 -0.34 1.16
C -0.15 -0.16 -0.63
O 0.07 0.01 -0.42
C -0.05 0.00 0.23
C -0.19 -0.10 0.03
C 0.03 0.72 0.29
H -0.03 -0.06 -0.04
H -0.19 0.09 -0.24
H 0.07 0.06 0.06
H -0.01 0.04 -0.08
H 0.09 0.08 0.01
H 0.06 0.04 -0.03
H -0.06 -0.28 -0.08
H 0.00 -0.19 0.07
O -0.44 0.56 -0.17
C 0.37 -0.34 -0.18
O -0.02 -0.63 -0.15
C 0.11 0.41 0.13
C 0.23 -0.04 0.00
C -0.46 0.09 0.59
H 0.45 -0.17 -0.27
H 0.15 -0.24 0.08
H -0.10 0.03 0.03
H 0.01 -0.06 -0.04
H -0.14 0.05 0.00
H -0.07 -0.04 -0.02
H 0.25 -0.01 -0.20
H 0.10 0.12 -0.16
O -0.91 0.80 0.00
C 0.38 -0.31 0.04
O -0.17 -0.56 -0.15
C 0.12 0.37 -0.06
C 0.19 0.05 0.08
C -0.47 0.04 0.55
H 0.13 -0.05 0.06
H 0.16 -0.26 0.09
H -0.11 0.04 0.01
H 0.05 -0.07 -0.02
H -0.15 0.02 0.02
H -0.07 -0.03 -0.02
H 0.25 0.00 -0.20
H 0.14 0.14 -0.14

The value obtained for the HOMO energy is -0.16538 hartree. Its charge is -1. The calculation puts the LUMO energy at 1.725 eV. The calculation puts the gap between HOMO and LUMO at 6.225 eV. The total energy comes out at -77582.414 eV.